76
Properties=species:S:1:pos:R:3:lowdin_charge:R:1 method="wB97M-V/def2-TZVPD" homo_lumo_gap_ev=8.9 max_force_ev_per_a=0.75 total_charge=0 homo_energy_ev=-8.334 smiles="CCCCCN(C(=O)CN1CCC(Cc2ccccc2)CC1)c1c(N)n(CCCC)c(=O)[nH]c1=O"
H -0.695 7.704 -1.164 0.074
C -0.923 6.688 0.727 -0.271
H -1.147 -2.235 3.735 0.081
H 0.045 4.740 -1.100 0.116
H 0.630 -3.401 -3.639 0.146
H 3.730 1.884 0.607 0.171
C -2.335 -4.327 1.009 -0.078
H -1.707 7.345 1.112 0.101
H -0.289 6.402 1.570 0.104
C -0.294 1.980 -2.661 -0.427
C 0.306 0.499 0.332 -0.221
H -1.808 -4.432 3.082 0.100
C -0.051 -0.437 3.308 -0.174
H -1.252 -0.997 4.985 0.108
H -3.394 -4.229 1.201 0.104
H -2.250 5.008 0.897 0.110
H -2.188 5.717 -0.718 0.115
H 0.760 6.864 -0.623 0.066
O -1.086 2.515 -3.411 0.069
H 0.608 -4.649 2.626 0.103
H -0.899 0.088 2.863 0.106
H 1.154 -1.437 5.581 0.078
C -0.569 4.374 -0.277 -0.183
C 0.637 1.585 -0.444 -0.129
C 0.774 1.008 -3.146 -0.086
N -0.948 -0.031 0.260 0.206
H -1.414 -0.297 -3.338 0.125
N 0.522 -0.316 -2.596 -0.164
N 2.789 1.515 0.526 0.219
H 1.739 -1.430 2.611 0.121
C -1.270 3.096 -0.735 -0.135
H -0.260 -1.155 -4.376 0.131
H 0.111 -2.838 5.822 0.071
C 1.711 -1.148 -2.578 -0.176
H -1.995 3.332 -1.517 0.124
H 2.321 -3.078 -1.858 0.123
C 0.807 -1.043 2.195 -0.137
H 0.286 -1.866 1.697 0.104
H 1.175 -2.764 4.422 0.058
H -0.780 -5.069 -2.600 0.121
C -1.446 -4.432 2.065 -0.108
C -1.873 -4.368 -0.295 -0.050
H -1.785 2.623 0.108 0.124
H -1.083 -0.976 0.580 0.094
C -0.091 -4.561 1.807 -0.096
C -0.516 -4.506 -0.567 -0.236
H -2.577 -4.313 -1.112 0.114
H 0.761 1.011 -4.247 0.137
H 0.095 4.147 0.560 0.119
H 0.884 -5.189 -2.015 0.120
O 2.374 3.094 -1.042 0.076
C 2.488 0.476 1.356 -0.471
H 1.112 -2.272 -0.850 0.102
H -1.291 -2.112 -1.659 0.095
H 2.082 -1.349 -3.599 0.131
H 1.425 -4.710 0.310 0.117
C -1.580 5.436 0.145 -0.225
C -0.553 -0.970 -3.326 -0.175
H 1.748 1.368 -2.815 0.119
H -1.428 0.207 -0.595 0.109
H 2.494 -0.612 -2.033 0.121
N 1.199 -0.027 1.230 0.066
C -0.091 7.454 -0.294 -0.112
C 1.414 -2.472 -1.879 -0.137
H -1.726 -2.765 -3.245 0.123
O 3.289 0.015 2.137 0.085
C -0.925 -2.295 -2.670 -0.144
C 1.950 2.163 -0.388 -0.429
C -0.022 -4.580 -1.983 -0.116
C 0.296 -3.211 -2.612 -0.313
H 0.552 0.296 3.848 0.123
N -0.337 2.141 -1.315 -0.009
C 0.537 -2.174 5.074 -0.100
C -0.573 -1.488 4.286 -0.252
H 0.284 8.377 0.141 0.067
C 0.368 -4.594 0.502 -0.048